# 1
{
  "formula": "C21H30BN4O6",
  "method": "ωB97M-V with the def2-TZVPD basis set",
  "symbols": ["O", "O", "O", "O", "O", "O", "N", "N", "N", "N", "C", "C", "C", "C", "C", "C", "C", "C", "C", "C", "C", "C", "C", "C", "C", "C", "C", "C", "C", "C", "C", "B", "H", "H", "H", "H", "H", "H", "H", "H", "H", "H", "H", "H", "H", "H", "H", "H", "H", "H", "H", "H", "H", "H", "H", "H", "H", "H", "H", "H", "H", "H"],
  "coordinates": [[3.67961, 7.69191, 0.15748], [3.79518, 2.73617, -2.95447], [0.42048, 1.17481, 0.19366], [2.01246, 7.26430, -1.19613], [2.36487, -1.31235, 0.84766], [-3.00870, 4.77061, 2.00138], [-4.10925, 3.02914, 1.06977], [3.72220, 0.21766, 2.20819], [-1.58690, -3.81910, -0.44111], [2.58618, 7.98935, -0.02844], [2.64821, 4.99371, -1.55636], [-2.96825, 3.78389, 1.31668], [3.65503, 1.48124, -0.96662], [3.35135, 2.62822, -1.84736], [-0.45273, 3.87806, 1.28699], [1.43157, 1.80748, -0.03311], [2.46557, 3.65597, -1.23441], [2.74543, 1.09643, -0.06845], [-0.33596, -1.75168, -0.85418], [0.63768, 4.19654, 0.29701], [-2.62188, -4.39132, -1.34748], [1.83685, 5.92185, -0.92360], [-2.17490, -2.64419, 0.33362], [0.84895, 5.54045, -0.02158], [-0.52607, -6.12343, -0.05942], [1.48179, 3.25911, -0.32370], [-1.01529, -1.68678, 0.50474], [-1.70335, 3.23437, 0.69020], [-1.09068, -4.84208, 0.55056], [-0.42319, -3.22565, -1.24250], [-1.53964, -7.26156, -0.21852], [2.93868, -0.06212, 0.99266], [0.69043, -1.39820, -0.82155], [-1.69000, 2.17036, 0.89510], [-2.15524, -5.11810, -2.00488], [4.52604, 0.79390, 1.96965], [-2.10305, -7.41442, 0.70272], [0.26298, 6.32924, 0.42538], [-3.39855, -4.85563, -0.74470], [-4.90995, 3.60169, 0.83987], [0.25017, -6.47506, 0.62124], [-3.96041, 2.30260, 0.38422], [-0.34676, -2.03137, 1.29650], [-0.76398, 4.82111, 1.72522], [-0.02765, -5.92623, -1.01077], [-0.31950, -4.33206, 1.12594], [-0.87445, -1.13628, -1.57665], [-1.02131, -8.19102, -0.44702], [-1.34149, -0.68149, 0.75827], [-0.06919, 3.28604, 2.11499], [0.48033, -3.76626, -0.97482], [4.60564, 0.98096, -1.06683], [-2.95531, -2.20131, -0.28141], [3.41030, 5.32097, -2.24404], [3.15189, 0.82711, 2.79729], [-1.92156, -5.06535, 1.21897], [-0.62622, -3.36630, -2.30014], [1.71473, -1.41826, 1.55343], [-2.25130, -7.08657, -1.02400], [-3.03856, -3.58527, -1.94551], [-1.77640, 3.39265, -0.38177], [-2.60692, -3.00844, 1.26213]],
  "atomic_forces_ev_per_a": [[-0.2, -0.1, 0.1], [0.5, 0.1, -0.8], [-0.4, -0.1, 0.4], [-0.5, -0.5, -0.3], [-0.8, 0.7, -0.3], [0.0, 0.5, 0.1], [0.3, 0.0, -0.6], [-0.5, 0.2, -0.4], [-0.2, 0.3, 0.0], [0.5, 0.5, 0.3], [-0.2, -0.2, 0.2], [-0.3, -0.3, 0.1], [-0.2, -0.1, 0.4], [-0.1, 0.0, 0.5], [0.1, 0.2, -0.2], [0.3, 0.1, -0.3], [-0.2, 0.5, 0.0], [0.4, -0.6, -0.2], [0.0, 0.1, -0.2], [0.2, 0.3, -0.3], [0.1, 0.0, 0.0], [0.1, 0.2, -0.1], [0.2, 0.0, 0.1], [0.2, -0.2, -0.2], [-0.2, -0.3, 0.1], [-0.2, 0.0, 0.2], [0.0, 0.1, 0.0], [0.1, 0.0, 0.7], [0.3, -0.1, -0.1], [0.0, 0.2, 0.0], [0.0, 0.1, -0.1], [0.6, -0.1, 0.3], [0.0, -0.1, 0.0], [0.0, -0.3, -0.3], [0.0, -0.1, 0.0], [0.0, 0.1, 0.1], [0.0, 0.0, 0.0], [-0.2, 0.0, 0.1], [0.0, 0.0, 0.0], [-0.2, -0.1, 0.4], [0.1, 0.1, 0.0], [-0.1, 0.0, -0.1], [0.0, 0.0, 0.0], [0.0, 0.1, 0.1], [0.0, 0.1, 0.0], [-0.1, 0.1, 0.0], [-0.1, 0.0, 0.0], [0.0, 0.0, 0.0], [0.0, 0.0, 0.0], [0.0, -0.2, 0.0], [0.0, -0.1, 0.0], [0.1, -0.1, -0.3], [0.0, 0.0, 0.0], [0.1, -0.1, -0.1], [0.2, -0.2, 0.3], [0.0, 0.0, 0.0], [0.0, -0.1, 0.0], [0.4, -0.5, 0.3], [0.0, 0.0, 0.0], [0.0, 0.0, 0.0], [0.1, -0.1, -0.2], [-0.1, -0.1, -0.1]],
  "spin_multiplicity": 1,
  "lumo_ev": -3.16,
  "de_lowest_ev": 0.000,
  "total_energy_ha": -1513.2710,
  "charge": 1
}

---

# 2
{
  "formula": "C2H5N2O",
  "method": "ωB97M-V with the def2-TZVPD basis set",
  "symbols": ["O", "N", "N", "C", "C", "H", "H", "H", "H", "H"],
  "coordinates": [[1.57330, 0.43076, -0.18255], [0.19618, 0.81711, 0.04040], [-1.82451, 0.03723, -0.09917], [1.74068, -0.77516, -0.00957], [-0.56463, -0.18006, -0.25910], [-2.55806, -0.52233, -0.40365], [0.77837, -1.31341, -0.00315], [2.76301, -1.13708, 0.09007], [-2.15081, 0.86538, 0.38329], [0.04646, 1.77755, 0.44343]],
  "atomic_forces_ev_per_a": [[1.6, 1.3, 1.2], [-0.5, 0.8, 0.2], [-0.6, 1.6, 1.2], [1.2, -0.7, 0.1], [-1.6, 0.1, -0.9], [-0.9, -1.6, -0.6], [0.1, -0.6, 0.4], [0.0, 0.2, -0.6], [-0.2, 0.2, -0.2], [1.0, -1.2, -0.8]],
  "spin_multiplicity": 1,
  "lumo_ev": -6.01,
  "de_lowest_ev": 5.493,
  "total_energy_ha": -263.5124,
  "charge": 1
}

---

# 3
{
  "formula": "C32H43ClN2O9",
  "method": "ωB97M-V with the def2-TZVPD basis set",
  "symbols": ["Cl", "O", "O", "O", "O", "O", "O", "O", "O", "O", "N", "N", "C", "C", "C", "C", "C", "C", "C", "C", "C", "C", "C", "C", "C", "C", "C", "C", "C", "C", "C", "C", "C", "C", "C", "C", "C", "C", "C", "C", "C", "C", "C", "C", "H", "H", "H", "H", "H", "H", "H", "H", "H", "H", "H", "H", "H", "H", "H", "H", "H", "H", "H", "H", "H", "H", "H", "H", "H", "H", "H", "H", "H", "H", "H", "H", "H", "H", "H", "H", "H", "H", "H", "H", "H", "H", "H"],
  "coordinates": [[-5.02895, 0.87404, 1.81138], [-1.67913, 3.47939, 1.98774], [5.11340, 0.33514, 1.49968], [5.31008, -0.85883, -0.78364], [-2.67852, 1.31284, -3.33783], [1.49922, 1.04122, 2.07861], [1.23673, -0.79210, 3.28090], [-5.60106, -1.64013, 0.62316], [-1.48315, 1.21753, -1.43532], [0.65737, 2.81421, -1.51648], [3.10612, -0.60536, 2.05456], [-2.04184, 1.26429, 1.94343], [0.57842, 2.52687, -0.14287], [-1.54231, -0.89019, 0.95049], [-2.48328, -1.60994, -3.27098], [2.42366, 1.87771, 1.38135], [-6.09160, -2.85349, 0.10692], [-2.77195, 2.65455, 0.03909], [-3.83306, -0.23905, 1.24322], [0.28240, -3.20078, 0.89947], [1.60971, 3.06491, 0.83647], [3.13533, 1.07197, 0.30250], [-1.37662, -0.65864, -2.82727], [0.06611, -3.71458, 2.29098], [-2.11820, 2.50123, 1.40688], [-2.47951, 0.06055, 1.34491], [3.00109, -1.51408, -0.98455], [3.88860, -0.09145, 0.96270], [-0.61718, 4.79908, -0.66111], [-1.94336, 0.72673, -2.58985], [-0.94096, -3.16412, 0.02944], [4.15476, -1.25385, -0.05990], [-3.30284, -2.38874, 0.31982], [-4.26030, -1.45981, 0.70406], [-1.77598, 2.58107, -1.12662], [-1.94502, -2.11771, 0.45320], [5.93925, -1.91425, -1.46873], [2.54111, 4.12073, 0.24259], [1.50295, -2.78830, 0.52679], [-0.28263, -0.52755, -3.89037], [-0.46304, 3.30662, -0.82199], [1.91591, -0.14719, 2.51677], [-1.51011, 1.10581, 3.28682], [1.86884, -2.17570, -0.72394], [1.05664, 3.48084, 1.68538], [-2.06820, -2.57970, -3.53665], [5.26846, -2.37603, -2.19973], [-0.66882, 0.41516, 3.29652], [-2.29443, 0.72995, 3.94679], [-1.18241, 2.08456, 3.62880], [-0.49382, -0.66702, 1.06300], [-1.42232, -4.14537, 0.07550], [-0.94867, -4.07810, 2.42512], [-2.23878, 3.02284, -2.02083], [3.16595, 2.23984, 2.10695], [2.29663, -2.88903, 1.25350], [-3.20745, -1.74477, -2.47046], [3.47421, -1.41105, 2.53740], [5.77512, 0.25881, 0.79568], [2.75472, 3.88990, -0.79811], [6.28426, -2.68551, -0.76929], [-5.77915, -3.70586, 0.71841], [-0.93628, -0.98877, -1.88424], [-0.70927, -0.14819, -4.81583], [-0.90001, 5.02115, 0.36539], [-7.17618, -2.76641, 0.13912], [0.48871, 0.16275, -3.55556], [3.47549, 4.15229, 0.79803], [-2.99521, -1.19711, -4.13659], [6.79355, -1.47851, -1.98262], [-3.23216, 3.64349, 0.03232], [0.30428, 1.49529, 0.06788], [-3.54304, 1.90621, -0.13026], [0.31377, 5.29984, -0.90365], [0.17147, -1.49689, -4.08666], [1.14550, -2.23153, -1.52612], [-0.66951, -2.99020, -1.01331], [-1.38957, 5.16723, -1.33282], [-5.77263, -3.00835, -0.92880], [3.13953, -1.07476, -1.96363], [0.24292, -2.90858, 3.00302], [2.40407, 0.68764, -0.40760], [3.85176, 1.69549, -0.22817], [-3.60836, -3.34450, -0.07680], [0.76316, -4.51846, 2.52254], [4.39582, -2.15548, 0.52978], [2.08974, 5.10622, 0.29410]],
  "atomic_forces_ev_per_a": [[0.0, 0.0, 0.0], [0.0, 0.3, 0.1], [0.3, 0.1, 0.2], [-0.3, 0.2, 0.1], [-0.1, 0.1, -0.1], [-0.3, 0.0, 0.0], [-0.1, -0.1, 0.3], [0.3, 0.3, 0.1], [0.2, 0.2, 0.4], [0.6, 0.0, -1.2], [0.4, 0.2, -0.3], [0.2, -0.4, 0.2], [-0.4, 0.0, 0.8], [-0.1, -0.1, 0.0], [0.1, 0.2, 0.1], [0.5, 0.5, -0.4], [-0.1, -0.2, -0.1], [0.2, 0.0, -0.2], [-0.1, 0.0, 0.1], [0.3, 0.0, -0.1], [0.1, -0.2, 0.0], [-0.1, -0.1, 0.5], [-0.1, 0.0, -0.2], [0.0, 0.1, 0.1], [-0.3, 0.2, -0.4], [-0.3, -0.2, -0.3], [0.0, -0.2, 0.0], [-0.2, 0.0, -0.5], [0.1, -0.2, 0.0], [0.1, -0.4, 0.0], [0.2, 0.1, -0.2], [0.0, 0.1, 0.4], [-0.3, 0.0, 0.0], [0.0, 0.0, 0.0], [0.0, 0.4, -0.3], [-0.1, 0.2, 0.1], [0.1, -0.2, -0.1], [-0.1, -0.2, 0.1], [-0.3, -0.3, 0.3], [-0.1, 0.0, 0.2], [-0.5, -0.1, 0.5], [0.0, -0.4, 0.1], [0.2, 0.1, 0.4], [0.2, 0.2, -0.4], [0.0, 0.0, 0.0], [0.0, -0.1, 0.0], [0.0, 0.0, 0.0], [-0.1, 0.0, 0.0], [0.0, 0.0, 0.0], [0.0, -0.1, 0.0], [0.2, 0.1, 0.1], [0.0, 0.0, 0.0], [-0.1, -0.1, 0.1], [0.1, 0.0, 0.3], [-0.1, 0.0, -0.1], [0.0, 0.0, 0.2], [-0.1, -0.1, 0.0], [-0.2, 0.0, 0.0], [-0.1, 0.0, 0.0], [0.1, 0.1, -0.1], [0.0, 0.0, 0.0], [0.0, 0.0, 0.0], [0.0, 0.0, -0.1], [0.0, 0.0, -0.1], [-0.1, 0.1, 0.0], [0.1, 0.0, 0.0], [0.1, 0.1, 0.0], [0.1, 0.1, 0.1], [-0.1, 0.0, -0.1], [0.0, -0.1, 0.0], [0.0, -0.1, 0.1], [0.0, 0.0, -0.1], [0.0, 0.1, -0.1], [0.1, 0.0, 0.0], [0.1, -0.1, 0.0], [-0.1, 0.1, -0.1], [0.0, -0.1, -0.1], [-0.1, 0.1, -0.1], [0.0, 0.0, 0.0], [-0.1, 0.1, -0.1], [0.0, 0.0, 0.1], [-0.1, 0.1, 0.0], [0.0, 0.0, 0.0], [-0.1, -0.1, 0.0], [0.0, -0.1, 0.0], [0.0, 0.1, 0.0], [0.0, 0.1, -0.1]],
  "spin_multiplicity": 1,
  "lumo_ev": 0.48,
  "total_energy_ha": -2492.0610,
  "smiles": "COc1cc2cc(c1Cl)N(C)C(=O)C[C@H](OC(=O)C(C)C)[C@]1(C)O[C@H]1[C@H](C)[C@@H]1C[C@@](O)(NC(=O)O1)[C@H](OC)/C=C\\C=C(\\C)C2"
}

---

# 4
{
  "formula": "C3H5CuLiO3",
  "method": "ωB97M-V with the def2-TZVPD basis set",
  "symbols": ["Cu", "O", "O", "O", "C", "C", "C", "Li", "H", "H", "H", "H", "H"],
  "coordinates": [[0.79699, 2.42363, -0.22589], [0.88394, -1.10149, 0.20889], [1.92498, 0.89553, -0.97666], [-0.19824, 0.85728, 0.15288], [-1.10249, -0.09498, 0.62463], [1.53646, 0.04516, -0.10312], [-0.49512, -1.28157, -0.12565], [-1.27263, 2.04260, -0.92162], [-1.00317, -0.17509, 1.71779], [-2.12423, 0.12877, 0.29087], [-0.63890, -1.18306, -1.21120], [2.52190, -0.31359, 0.29248], [-0.82950, -2.24318, 0.27660]],
  "atomic_forces_ev_per_a": [[1.7, 0.2, -0.1], [-0.4, -0.1, -1.7], [-3.1, 1.0, 0.0], [-1.1, 3.1, -0.2], [0.4, -0.4, -0.1], [4.5, -3.7, 0.4], [-0.5, -0.1, 0.6], [-0.9, -0.3, -0.3], [-0.4, -0.2, -0.4], [0.0, -0.2, 0.3], [-0.1, -0.2, 0.3], [-0.3, 0.8, 1.4], [0.3, 0.1, -0.3]],
  "spin_multiplicity": 3,
  "lumo_ev": [-4.28, -7.39],
  "s_squared": 2.004,
  "de_lowest_ev": 4.005,
  "total_energy_ha": -1990.5889,
  "charge": 1
}

---

# 5
{
  "formula": "CH2N2O3",
  "method": "ωB97M-V with the def2-TZVPD basis set",
  "symbols": ["O", "O", "O", "N", "N", "C", "H", "H"],
  "coordinates": [[2.12839, -0.52475, -0.83115], [1.76508, 2.37252, 0.98070], [3.03232, 1.98109, 0.50050], [0.16294, 0.76890, -0.50545], [2.08418, 1.02366, 0.84961], [1.46475, 0.32759, -0.29951], [-0.26956, 1.41108, 0.11942], [-0.33796, 0.03436, -0.88895]],
  "atomic_forces_ev_per_a": [[-1.2, 0.5, 0.1], [-12.7, 4.4, 4.5], [12.5, -3.8, -5.0], [3.0, -0.6, 0.0], [0.1, -1.0, 0.3], [0.3, 1.3, 0.5], [-0.1, 0.3, 0.5], [-1.7, -1.1, -1.0]],
  "spin_multiplicity": 3,
  "lumo_ev": [0.74, -2.32],
  "s_squared": 2.011,
  "de_lowest_ev": 4.883,
  "total_energy_ha": -374.1736
}

---

# 6
{
  "formula": "C3H11N2S",
  "method": "ωB97M-V with the def2-TZVPD basis set",
  "symbols": ["S", "N", "N", "C", "C", "C", "H", "H", "H", "H", "H", "H", "H", "H", "H", "H", "H"],
  "coordinates": [[-0.90644, 0.01136, -0.99338], [1.61965, 1.04630, 2.09326], [-0.09641, -0.49342, 2.50337], [0.41678, 0.64540, -2.00438], [-1.97294, -0.90881, -2.08382], [1.15564, -0.13867, 2.40204], [1.04332, 1.80882, 1.76629], [-0.88883, 0.13547, 2.48862], [2.61119, 1.09417, 1.90188], [-2.98360, -0.65910, -1.74234], [-0.01885, 1.25710, -2.79617], [-1.79825, -0.61772, -3.11658], [-1.83104, -1.97080, -1.87853], [1.91538, -0.83123, 2.76017], [1.02254, -0.22003, -2.28874], [-0.35115, -1.46852, 2.41952], [1.06303, 1.30970, -1.43121]],
  "atomic_forces_ev_per_a": [[0.1, 0.0, -0.1], [-0.1, -0.4, -0.5], [-0.7, -0.2, -0.4], [0.0, 0.2, 0.4], [-0.1, 0.6, 0.3], [0.6, 0.4, 0.9], [0.0, 0.1, 0.2], [0.2, 0.3, -0.2], [0.1, 0.4, 0.4], [0.0, 0.0, -0.2], [0.1, -0.4, -0.4], [0.0, -0.2, 0.0], [0.2, -0.2, -0.1], [-0.1, -0.4, -0.6], [-0.2, 0.1, -0.6], [0.2, -0.1, 0.7], [-0.2, -0.1, 0.3]],
  "spin_multiplicity": 2,
  "lumo_ev": [-7.25, -11.70],
  "s_squared": 0.753,
  "de_lowest_ev": 0.000,
  "total_energy_ha": -627.9220,
  "charge": 2
}

---

Table of max |F| (hartree/bohr), in record order: 0.0213, 0.0461, 0.0265, 0.1133, 0.2753, 0.0214